[1]
# C48H138N12O15

15 unconnected molecules or ions with the total composition C48H138N12O15 (ωB97M-V/def2-TZVPD, the OMol25 dataset).

For the energy above the lowest of the compared OMol25 structures with the same formula, charge and spin, the calculation gives 2.826 eV. Its HOMO energy is -8.88 eV. Its LUMO energy is 0.51 eV.

Structure (ORCA input):
```
! RIJCOSX wB97M-V def2-TZVPD def2/J DEFGRID3
* xyz 0 1
O 0.47 6.00 5.50
H 0.42 5.47 4.70
H -0.31 6.54 5.57
O -3.00 1.88 2.22
H -2.04 1.66 2.40
H -3.41 1.04 2.05
O 1.22 4.87 3.01
H 0.96 5.29 2.18
H 2.15 4.74 3.14
C -6.85 -1.15 -1.64
C -5.71 -2.21 -1.44
C -5.77 -2.82 -0.01
O -4.44 -3.50 0.16
C -3.97 -3.51 1.52
N -5.73 -3.18 -2.51
H -6.69 -0.56 -2.51
H -6.86 -0.41 -0.87
H -7.79 -1.72 -1.70
H -4.75 -1.75 -1.48
H -6.54 -3.63 0.15
H -5.83 -2.20 0.89
H -3.72 -2.46 1.93
H -3.00 -3.99 1.59
H -4.62 -4.03 2.08
H -4.78 -3.57 -2.50
H -6.46 -3.89 -2.45
C 2.31 -0.13 -4.91
C 3.83 -0.27 -5.08
C 4.15 -1.62 -5.85
O 3.45 -2.69 -5.39
C 3.56 -3.79 -6.22
N 4.42 0.90 -5.78
H 1.68 -0.11 -5.85
H 2.17 0.89 -4.54
H 1.88 -0.86 -4.23
H 4.17 -0.34 -4.01
H 5.27 -1.76 -5.80
H 3.89 -1.37 -6.86
H 3.28 -3.49 -7.25
H 2.94 -4.67 -5.98
H 4.64 -4.03 -6.31
H 4.05 1.87 -5.58
H 5.44 0.95 -5.86
C -1.99 -1.30 4.22
C -1.95 -2.68 4.85
C -0.64 -3.33 4.48
O -0.45 -3.55 3.08
C 0.73 -4.24 2.68
N -2.14 -2.65 6.31
H -1.13 -0.65 4.26
H -2.67 -0.70 4.81
H -2.31 -1.20 3.20
H -2.84 -3.23 4.49
H -0.54 -4.27 4.91
H 0.12 -2.67 4.85
H 1.56 -4.06 3.35
H 0.92 -3.97 1.69
H 0.62 -5.30 2.85
H -1.98 -3.58 6.68
H -1.43 -2.07 6.76
C 4.89 1.85 3.85
C 5.27 2.87 2.77
C 5.22 4.32 3.23
O 3.99 4.72 3.74
C 3.92 5.97 4.35
N 6.57 2.62 2.17
H 3.96 2.08 4.34
H 5.64 1.93 4.61
H 4.90 0.86 3.39
H 4.59 2.87 1.93
H 5.60 4.90 2.37
H 6.05 4.47 4.06
H 4.75 5.96 5.10
H 2.94 6.12 4.65
H 3.98 6.76 3.61
H 6.61 1.78 1.60
H 7.28 2.54 2.87
C -2.14 4.95 3.56
C -2.02 6.17 2.55
C -2.07 5.50 1.16
O -0.87 4.81 0.97
C -0.52 4.65 -0.38
N -3.10 7.05 2.80
H -2.43 5.44 4.48
H -1.18 4.51 3.77
H -2.92 4.22 3.32
H -1.02 6.64 2.64
H -2.21 6.27 0.42
H -2.92 4.78 1.10
H -0.16 5.70 -0.71
H -1.40 4.43 -0.95
H 0.24 3.95 -0.48
H -3.34 7.80 2.15
H -3.86 6.46 2.89
C 6.52 3.08 -1.38
C 6.05 4.52 -1.11
C 4.53 4.58 -1.01
O 4.07 4.28 -2.30
C 2.99 5.10 -2.83
N 6.71 5.06 0.07
H 6.01 2.70 -2.27
H 6.34 2.33 -0.58
H 7.61 3.06 -1.64
H 6.38 5.15 -1.99
H 4.18 5.57 -0.73
H 4.09 3.91 -0.31
H 2.56 4.57 -3.64
H 3.34 6.09 -3.17
H 2.15 5.14 -2.19
H 7.64 5.27 -0.24
H 6.72 4.26 0.74
C -3.59 3.44 -3.29
C -3.93 2.08 -2.86
C -2.67 1.42 -2.25
O -1.80 1.22 -3.28
C -0.44 1.01 -2.95
N -5.02 1.98 -1.89
H -2.89 3.46 -4.13
H -3.26 4.01 -2.42
H -4.45 3.98 -3.63
H -4.15 1.50 -3.74
H -2.87 0.47 -1.79
H -2.33 2.07 -1.44
H -0.09 1.86 -2.33
H 0.07 0.96 -3.91
H -0.41 0.05 -2.34
H -5.83 2.49 -2.16
H -4.78 2.27 -0.95
C -0.67 2.26 6.34
C 0.69 2.55 6.88
C 1.72 2.38 5.78
O 1.57 1.22 4.98
C 1.71 0.01 5.73
N 0.71 3.87 7.51
H -0.78 1.31 5.84
H -1.01 2.94 5.54
H -1.42 2.34 7.13
H 0.80 1.83 7.74
H 2.77 2.41 6.09
H 1.76 3.13 5.01
H 0.90 -0.18 6.43
H 2.65 0.09 6.26
H 1.73 -0.88 5.01
H 1.45 3.98 8.16
H 0.73 4.56 6.79
C 1.53 1.88 0.84
C 0.12 1.41 1.16
C -0.08 -0.11 1.22
O -0.01 -0.75 -0.07
C -0.97 -1.82 -0.02
N -0.30 1.86 2.46
H 1.57 3.04 0.84
H 1.87 1.54 -0.13
H 2.26 1.56 1.66
H -0.49 1.83 0.34
H -1.07 -0.27 1.59
H 0.66 -0.54 1.95
H -0.78 -2.44 0.83
H -0.94 -2.37 -0.92
H -2.00 -1.39 0.10
H -0.17 2.89 2.49
H 0.28 1.45 3.20
C 1.34 -4.16 -2.29
C 2.66 -3.51 -2.41
C 2.88 -2.28 -1.56
O 2.70 -2.76 -0.19
C 2.93 -1.79 0.80
N 3.73 -4.53 -2.21
H 0.55 -3.46 -2.53
H 1.26 -4.56 -1.30
H 1.25 -4.95 -3.00
H 2.73 -3.12 -3.42
H 2.27 -1.36 -1.80
H 3.96 -1.96 -1.57
H 2.74 -2.22 1.75
H 2.26 -1.00 0.62
H 3.90 -1.28 0.76
H 3.53 -5.09 -1.38
H 3.84 -5.19 -3.00
C -2.62 -5.49 -5.62
C -2.52 -4.16 -6.33
C -3.32 -3.14 -5.51
O -2.95 -3.14 -4.11
C -3.04 -1.81 -3.59
N -1.10 -3.67 -6.35
H -2.39 -5.41 -4.56
H -1.97 -6.19 -6.14
H -3.62 -5.85 -5.80
H -2.92 -4.28 -7.37
H -4.44 -3.41 -5.60
H -3.15 -2.16 -5.91
H -4.00 -1.47 -3.82
H -2.34 -1.13 -4.00
H -2.73 -1.87 -2.55
H -0.75 -3.69 -5.39
H -1.00 -2.73 -6.78
C -1.54 -6.40 -1.01
C -3.03 -6.61 -1.29
C -3.18 -7.68 -2.36
O -4.52 -7.98 -2.61
C -5.19 -6.90 -3.27
N -3.70 -6.95 -0.05
H -0.86 -6.29 -1.86
H -1.19 -7.23 -0.44
H -1.44 -5.48 -0.44
H -3.50 -5.72 -1.75
H -2.74 -8.66 -2.11
H -2.65 -7.30 -3.27
H -4.55 -6.44 -4.05
H -5.48 -6.24 -2.50
H -6.03 -7.36 -3.72
H -4.67 -7.26 -0.28
H -3.82 -6.06 0.43
*
```

[2]
# C48H28FeN11O

A molecular structure, C48H28FeN11O (ωB97M-V/def2-TZVPD, the OMol25 dataset).

For the energy above the lowest of the compared OMol25 structures with the same formula, charge and spin, the calculation gives 7.960 eV. Its HOMO energy (spin up / spin down) is -3.25 / -4.34 eV. Its LUMO energy (spin up / spin down) is 1.87 / 1.00 eV.

Structure (ORCA input):
```
! RIJCOSX wB97M-V def2-TZVPD def2/J DEFGRID3
* xyz -1 5
Fe -0.91 0.94 0.05
C -6.40 3.01 -2.88
C -5.89 2.38 -4.02
C -4.61 1.85 -4.03
C -3.86 1.95 -2.87
C -2.50 1.54 -2.54
N -1.61 1.21 -3.43
C -0.36 0.94 -2.98
C 0.84 1.57 -3.32
C 1.13 2.64 -4.19
C 2.39 3.17 -4.17
C 3.39 2.66 -3.29
C 3.14 1.63 -2.44
C 1.84 1.05 -2.44
C 1.28 0.07 -1.64
N 1.80 -0.25 -0.39
C 1.13 -1.42 1.49
N 0.73 -0.12 1.60
C 0.26 0.16 2.88
N -0.19 1.33 3.38
C -0.94 2.18 2.76
N -1.50 2.06 1.51
C -2.52 2.99 1.40
N -3.42 3.11 0.46
C -3.34 2.48 -0.70
N -2.26 1.78 -1.20
C -4.38 2.56 -1.71
C -5.65 3.10 -1.72
C -2.53 3.82 2.60
C -3.32 4.90 2.96
C -3.07 5.49 4.19
C -2.06 5.02 5.03
C -1.28 3.93 4.67
C -1.52 3.34 3.44
C 0.27 -1.08 3.55
C -0.18 -1.44 4.83
C -0.05 -2.74 5.23
C 0.52 -3.72 4.38
C 0.95 -3.41 3.11
C 0.82 -2.08 2.67
N -0.11 0.04 -1.97
H -7.40 3.41 -2.90
H -6.50 2.31 -4.91
H -4.20 1.38 -4.91
H 0.36 3.03 -4.85
H 2.64 4.00 -4.82
H 4.37 3.12 -3.29
H 3.90 1.25 -1.77
H -6.05 3.58 -0.83
H -4.10 5.25 2.30
H -3.67 6.34 4.51
H -1.90 5.50 5.99
H -0.50 3.55 5.31
H -0.62 -0.69 5.48
H -0.40 -3.04 6.21
H 0.61 -4.74 4.73
H 1.37 -4.16 2.46
N 6.13 -7.95 -1.69
C 5.42 -7.05 -1.51
C 4.55 -5.96 -1.29
C 3.16 -6.16 -1.32
C 2.30 -5.11 -1.07
C 2.77 -3.80 -0.80
C 4.17 -3.63 -0.80
C 5.03 -4.68 -1.02
C 1.83 -2.75 -0.55
C 2.06 -1.54 0.30
C 3.32 -1.32 1.11
C 3.60 -0.02 1.54
C 2.74 1.02 1.30
N 1.49 0.71 0.64
C 0.58 -2.69 -1.18
C 0.33 -3.02 -2.60
C -0.56 -2.14 -3.05
C -0.92 -1.24 -1.88
N -0.39 -1.89 -0.72
H 2.77 -7.15 -1.51
H 1.23 -5.29 -1.05
H 4.57 -2.63 -0.64
H 6.10 -4.51 -1.01
H 3.87 -2.16 1.50
H 4.50 0.17 2.12
H 2.88 2.04 1.63
H 0.86 -3.77 -3.17
H -0.92 -1.98 -4.05
H -1.98 -0.99 -1.81
O -2.09 -0.85 1.04
H -1.90 -0.92 1.99
H -1.45 -1.47 0.60
*
```

[3]
# C48H30BrF7N8O2PS2Y

A molecular structure, C48H30BrF7N8O2PS2Y (ωB97M-V/def2-TZVPD, the OMol25 dataset).

For the energy above the lowest of the compared OMol25 structures with the same formula, charge and spin, the calculation gives 1.792 eV. Its HOMO energy is -7.38 eV. Its LUMO energy is -1.00 eV.

Structure (ORCA input):
```
! RIJCOSX wB97M-V def2-TZVPD def2/J DEFGRID3
* xyz 0 1
Y 0.11 0.29 -0.22
N -2.68 -0.75 3.37
C -2.17 -0.72 1.93
N -0.91 -0.07 1.98
C -0.59 -0.13 3.27
N -1.48 -0.54 4.17
C 0.77 0.24 3.69
C 1.16 0.22 5.03
N 2.40 0.51 5.40
C 3.25 0.83 4.43
C 2.86 0.86 3.10
N 1.62 0.57 2.72
H -3.42 -0.11 3.66
H -2.89 -0.31 1.23
H 0.44 -0.05 5.80
H 4.26 1.06 4.72
H 3.57 1.12 2.32
S 0.46 2.06 -2.27
C 0.62 0.61 -3.23
S 1.03 -0.90 -2.45
C 0.44 0.65 -4.59
C 0.13 1.87 -5.26
N -0.13 2.86 -5.80
C 0.56 -0.53 -5.40
N 0.66 -1.47 -6.05
F 1.89 -7.42 1.64
C 1.22 -6.37 1.17
C -0.03 -6.54 0.61
F -0.56 -7.76 0.54
C -0.71 -5.44 0.13
F -1.92 -5.66 -0.38
C -0.18 -4.16 0.18
P -1.12 -2.71 -0.47
C -1.59 -3.12 -2.16
C -2.36 -2.15 -2.82
C -2.61 -2.27 -4.17
C -2.07 -3.32 -4.90
C -1.29 -4.27 -4.25
C -1.05 -4.17 -2.89
C -2.55 -2.82 0.64
C -3.85 -2.97 0.40
C -4.83 -2.71 1.47
C -4.52 -2.33 2.71
C -3.09 -2.20 3.15
C -2.13 -2.26 1.96
C 1.07 -4.01 0.78
Br 1.88 -2.32 1.06
C 1.77 -5.11 1.26
F 2.96 -4.97 1.84
H -2.70 -1.28 -2.27
H -3.19 -1.50 -4.68
H -2.21 -3.38 -5.96
H -0.85 -5.08 -4.82
H -0.42 -4.91 -2.42
H -4.20 -3.27 -0.58
H -5.88 -2.83 1.21
H -5.30 -2.19 3.45
H -2.85 -2.80 4.03
H -1.13 -2.59 2.26
F 7.44 1.70 -1.41
C 6.63 2.53 -0.74
F 7.19 2.75 0.47
F 6.61 3.70 -1.39
C 5.24 1.96 -0.58
C 4.22 2.78 -0.13
C 2.97 2.22 0.05
N 2.70 0.93 -0.19
C 3.69 0.16 -0.64
C 4.98 0.63 -0.85
H 4.38 3.83 0.06
H 2.15 2.84 0.37
H 3.43 -0.86 -0.88
H 5.75 -0.03 -1.22
C 1.44 6.69 -0.29
C 0.43 6.09 -1.05
C -0.20 4.94 -0.60
C 0.18 4.37 0.62
C 1.19 4.97 1.37
C 1.81 6.12 0.92
C -0.44 3.12 1.11
C -1.62 2.67 0.76
C -2.81 2.22 0.45
C -2.97 1.26 -0.76
C -4.32 0.57 -0.72
C -5.28 0.86 0.14
C -5.12 1.91 1.15
C -3.97 2.56 1.29
H 1.93 7.58 -0.65
H 0.14 6.52 -2.00
H -0.97 4.47 -1.20
H 1.49 4.52 2.31
H 2.59 6.58 1.51
H 0.09 2.59 1.90
H -2.02 2.09 -2.22
H -4.44 -0.19 -1.49
H -6.23 0.33 0.10
H -5.96 2.16 1.78
H -3.84 3.34 2.03
O -1.97 0.31 -0.74
O -2.96 2.01 -1.95
*
```

[4]
# C48H32Cl4N6PdS

A molecular structure, C48H32Cl4N6PdS (ωB97M-V/def2-TZVPD, the OMol25 dataset).

Its HOMO energy is 0.47 eV. Its LUMO energy is 3.71 eV.

Structure (ORCA input):
```
! RIJCOSX wB97M-V def2-TZVPD def2/J DEFGRID3
* xyz -2 1
Pd -0.03 0.85 1.13
Cl 6.74 -3.98 5.71
C 5.48 -3.10 4.88
C 5.52 -3.00 3.50
C 4.54 -2.29 2.84
C 3.48 -1.69 3.54
C 3.47 -1.82 4.93
C 4.46 -2.51 5.60
C 2.43 -0.93 2.84
C 2.82 0.13 1.99
C 4.15 0.63 1.90
C 4.13 1.63 0.96
C 2.80 1.73 0.48
C 2.39 2.58 -0.59
C 3.44 3.15 -1.45
C 3.45 4.49 -1.85
C 4.42 5.00 -2.70
C 5.41 4.17 -3.17
Cl 6.63 4.81 -4.25
C 5.45 2.83 -2.80
C 4.48 2.34 -1.95
C 1.06 2.82 -0.92
N -0.04 2.41 -0.20
C -1.15 2.83 -0.89
C -2.49 2.63 -0.52
C -3.54 3.28 -1.31
C -4.65 2.56 -1.78
C -5.65 3.15 -2.54
C -5.56 4.50 -2.84
Cl -6.81 5.27 -3.78
C -4.48 5.25 -2.39
C -3.49 4.64 -1.64
C -2.88 1.81 0.57
C -4.17 1.81 1.14
C -4.16 0.89 2.16
C -2.86 0.33 2.21
N -2.08 0.93 1.24
C -2.45 -0.68 3.10
C -1.11 -1.13 3.22
C -0.71 -2.27 3.98
C 0.65 -2.35 3.89
C 1.09 -1.26 3.09
N -0.01 -0.56 2.64
C -3.45 -1.28 3.99
C -4.65 -1.83 3.51
C -5.57 -2.42 4.36
C -5.32 -2.46 5.72
Cl -6.49 -3.18 6.80
C -4.16 -1.91 6.24
C -3.24 -1.34 5.38
C -0.74 3.49 -2.10
C 0.62 3.48 -2.12
N 2.01 0.84 1.14
H 6.32 -3.49 2.95
H 4.56 -2.20 1.76
H 2.67 -1.35 5.49
H 4.46 -2.58 6.68
H 4.98 0.29 2.49
H 4.96 2.26 0.66
H 2.68 5.15 -1.46
H 4.40 6.05 -2.99
H 6.22 2.18 -3.19
H 4.49 1.29 -1.67
H -4.72 1.50 -1.55
H -6.48 2.57 -2.91
H -4.44 6.31 -2.61
H -2.66 5.24 -1.27
H -4.99 2.44 0.84
H -4.96 0.65 2.84
H -1.38 -2.94 4.49
H 1.29 -3.11 4.32
H -4.85 -1.80 2.45
H -6.48 -2.86 3.97
H -3.99 -1.92 7.31
H -2.33 -0.90 5.77
H -1.40 3.85 -2.87
H 1.26 3.83 -2.91
C 1.41 -3.00 -0.21
N -0.03 -2.97 -0.30
C -0.82 -3.83 0.58
C -2.23 -3.23 0.51
N -2.04 -2.01 -0.27
C -0.72 -1.83 -0.60
S -0.12 -0.51 -1.39
H 1.72 -3.18 0.81
H 1.79 -2.02 -0.53
H 1.83 -3.77 -0.87
H -0.42 -3.80 1.59
H -0.80 -4.87 0.22
H -2.62 -3.01 1.50
H -2.93 -3.89 -0.01
H -2.54 -1.17 -0.04
*
```